{"formula": "C6H9I", "method": "wB97M-V/def2-TZVPD", "symbols": ["I", "C", "C", "C", "C", "C", "C", "H", "H", "H", "H", "H", "H", "H", "H", "H"], "coordinates": [[3.83, -0.09, -0.05], [0.14, 1.29, -0.63], [1.79, 0.33, 0.71], [1.22, 1.54, 0.06], [-1.73, -0.60, -0.25], [-0.25, -0.16, -0.65], [0.79, -0.74, 0.35], [1.35, -1.66, -0.01], [1.74, 0.38, 1.81], [-2.30, 0.15, 0.30], [-0.40, 1.88, -1.29], [1.90, 2.39, -0.10], [-0.06, -0.55, -1.78], [-2.27, -0.68, -1.17], [0.10, -0.94, 1.20], [-1.77, -1.66, 0.32]], "e_above_lowest_ev": 0.000, "e_lumo_ha": 0.0136, "gap_ev": 9.67, "total_energy_ev": -14467.0338, "smiles": "C[C@H]1C=C[C@H](I)C1"}

---

{"formula": "C36H24F5HfN7O2S2", "method": "wB97M-V/def2-TZVPD", "symbols": ["Hf", "S", "S", "F", "F", "F", "F", "F", "O", "O", "N", "N", "N", "N", "N", "N", "N", "C", "C", "C", "C", "C", "C", "C", "C", "C", "C", "C", "C", "C", "C", "C", "C", "C", "C", "C", "C", "C", "C", "C", "C", "C", "C", "C", "C", "C", "C", "C", "C", "C", "C", "C", "C", "H", "H", "H", "H", "H", "H", "H", "H", "H", "H", "H", "H", "H", "H", "H", "H", "H", "H", "H", "H", "H", "H", "H", "H"], "coordinates": [[0.19, 0.76, -0.55], [-2.07, -0.25, -1.36], [-0.23, 0.82, 2.24], [-5.97, 3.78, 0.41], [-4.84, -0.71, -0.23], [-1.72, 2.67, -1.24], [-3.51, 4.55, -0.49], [-6.61, 1.16, 0.54], [0.21, 1.78, 3.19], [-1.01, 1.38, 1.07], [0.84, 2.83, -1.31], [0.39, -0.62, -3.37], [0.51, 0.59, -2.71], [0.65, -1.43, -1.17], [0.84, -3.72, -0.86], [0.94, 0.11, 1.37], [2.63, 0.76, -0.57], [3.17, 0.67, 0.69], [3.45, 1.07, -1.56], [0.84, 2.92, -2.66], [-4.49, 0.57, -0.32], [-1.19, -0.34, 4.42], [2.80, 0.19, 3.02], [2.31, 0.31, 1.75], [1.17, 5.28, -2.53], [0.66, 1.66, -3.40], [-3.49, -3.25, 5.20], [-2.97, 2.28, -0.84], [-1.97, -1.30, 2.31], [0.44, -1.62, -2.54], [0.01, -5.59, -3.91], [0.50, -4.03, -2.19], [-0.25, -4.54, -4.79], [-1.93, -1.29, 5.10], [-2.71, -2.22, 3.03], [-3.85, 3.26, -0.44], [0.86, -2.48, -0.41], [4.82, 1.32, -1.40], [0.26, -2.97, -3.05], [1.00, 4.13, -3.30], [4.53, 0.90, 0.95], [-1.22, -0.37, 3.02], [1.00, 3.93, -0.58], [0.38, -5.35, -2.60], [1.17, 5.18, -1.16], [5.02, 0.79, 2.28], [-5.42, 1.53, 0.08], [5.36, 1.24, -0.15], [-3.24, 0.93, -0.79], [-2.70, -2.24, 4.43], [-5.10, 2.87, 0.02], [4.17, 0.44, 3.28], [-0.12, -3.23, -4.37], [-2.82, -3.99, 5.66], [2.14, -0.10, 3.83], [1.29, 6.24, -3.01], [1.02, -4.47, -0.21], [-0.32, -2.41, -5.04], [5.42, 1.56, -2.26], [-0.09, -6.61, -4.25], [6.06, 0.98, 2.47], [3.02, 1.11, -2.55], [6.41, 1.43, 0.02], [0.99, 4.17, -4.38], [0.57, -6.16, -1.92], [-1.93, -1.27, 6.19], [-4.19, -3.78, 4.56], [-2.04, -1.28, 1.23], [1.30, 6.04, -0.52], [4.53, 0.35, 4.30], [1.05, -2.32, 0.64], [-4.04, -2.78, 6.01], [-0.55, -4.75, -5.81], [0.68, 1.62, -4.49], [-3.32, -2.94, 2.50], [-0.62, 0.41, 4.94], [0.97, 3.81, 0.50]], "e_above_lowest_ev": 0.000, "e_lumo_ha": -0.2450, "gap_ev": 6.28, "total_energy_ev": -88803.0029, "total_charge": 2}

---

{"formula": "C2H3FS", "method": "wB97M-V/def2-TZVPD", "symbols": ["S", "F", "C", "C", "H", "H", "H"], "coordinates": [[1.41, -1.07, -1.96], [-1.31, -1.19, 1.92], [0.21, 0.90, -0.28], [0.73, 0.00, -1.02], [-1.02, -1.38, 1.03], [-0.29, 0.80, 0.76], [0.28, 1.94, -0.45]], "e_above_lowest_ev": 0.931, "e_lumo_ha": -0.0187, "gap_ev": 8.49, "total_energy_ev": -15673.5888, "smiles": "C=C=S.F"}

---

{"formula": "C5H12O", "method": "wB97M-V/def2-TZVPD", "symbols": ["O", "C", "C", "C", "C", "C", "H", "H", "H", "H", "H", "H", "H", "H", "H", "H", "H", "H"], "coordinates": [[-0.82, 0.12, -1.47], [0.84, -0.98, -0.17], [-0.42, 1.80, 1.18], [1.99, -0.46, -1.00], [-1.62, -1.13, 0.38], [-0.44, -0.68, -0.44], [-0.03, 0.43, -1.93], [0.13, 2.68, 0.83], [1.04, -1.63, 0.67], [1.96, -0.89, -2.01], [-1.34, -1.25, 1.43], [-2.43, -0.40, 0.32], [1.99, 0.64, -1.10], [-1.40, 1.78, 0.68], [-0.57, 1.85, 2.26], [0.16, 0.91, 0.94], [-1.98, -2.08, -0.01], [2.95, -0.73, -0.55]], "e_above_lowest_ev": 0.952, "e_lumo_ha": 0.0329, "gap_ev": 9.31, "total_energy_ev": -7426.3590, "smiles": "C/C=C(/C)O.C"}

---

{"formula": "C5H8BrN2", "method": "wB97M-V/def2-TZVPD", "symbols": ["Br", "N", "N", "C", "C", "C", "C", "C", "H", "H", "H", "H", "H", "H", "H", "H"], "coordinates": [[-0.78, 2.70, -0.39], [0.68, 0.90, 2.68], [1.08, -0.88, 1.03], [-2.23, 0.73, -2.04], [0.99, -1.35, -0.20], [1.01, 0.04, 1.80], [-1.98, 1.35, -0.90], [2.08, -2.01, -0.63], [-3.01, -0.07, -2.10], [0.09, 0.75, 3.56], [2.16, -2.60, -1.58], [-1.70, 0.85, -2.99], [0.05, -1.35, -0.69], [3.12, -1.76, -0.19], [1.14, 1.76, 2.81], [-2.72, 0.94, -0.17]], "e_above_lowest_ev": 4.769, "e_lumo_ha": -0.1865, "gap_ev": 7.70, "total_energy_ev": -78326.8226, "total_charge": 1}

---

{"formula": "C4H9NO2", "method": "wB97M-V/def2-TZVPD", "symbols": ["O", "O", "N", "C", "C", "C", "C", "H", "H", "H", "H", "H", "H", "H", "H", "H"], "coordinates": [[-0.70, -0.13, 2.03], [1.73, -0.30, -0.39], [-1.16, -0.33, -0.21], [-2.14, -0.51, -1.25], [2.33, 0.98, -0.25], [-1.48, -0.27, 1.10], [2.13, 0.13, 0.92], [-0.16, -0.32, -0.44], [1.67, 1.83, -0.42], [-3.13, -0.60, -0.80], [-2.57, -0.36, 1.28], [-2.16, 0.34, -1.94], [1.30, 0.34, 1.59], [3.32, 1.06, -0.71], [2.96, -0.43, 1.33], [-1.95, -1.42, -1.83]], "e_above_lowest_ev": 2.325, "e_lumo_ha": 0.0356, "gap_ev": 10.56, "total_energy_ev": -9877.7357, "smiles": "C1CO1.CNC=O"}

---

{"formula": "C20H20INO4", "method": "wB97M-V/def2-TZVPD", "symbols": ["I", "O", "O", "O", "O", "N", "C", "C", "C", "C", "C", "C", "C", "C", "C", "C", "C", "C", "C", "C", "C", "C", "C", "C", "C", "C", "H", "H", "H", "H", "H", "H", "H", "H", "H", "H", "H", "H", "H", "H", "H", "H", "H", "H", "H", "H"], "coordinates": [[-4.78, -2.99, 6.36], [-2.14, 2.55, 2.58], [2.98, -1.42, -2.98], [-0.65, -1.70, -2.63], [0.85, -3.38, -2.36], [-1.99, 2.90, 1.24], [-2.03, 0.39, 3.79], [0.62, 1.30, -2.61], [-0.69, 3.47, -1.27], [-0.74, 2.14, -0.71], [-0.99, 0.84, 1.50], [1.39, 0.30, -3.39], [0.38, 2.55, -3.24], [-1.30, 1.47, 2.90], [-3.64, -1.52, 5.12], [5.19, -2.27, -2.38], [3.65, -2.48, -2.48], [0.57, -2.05, -2.45], [-0.09, 1.07, -1.42], [-1.23, 2.02, 0.68], [-3.43, 0.53, 3.88], [-2.22, -1.66, 5.01], [-4.26, -0.34, 4.54], [-0.26, 3.58, -2.60], [1.71, -0.89, -2.43], [-1.40, -0.66, 4.34], [-0.36, 4.57, -3.16], [0.72, 2.80, -4.28], [1.84, -0.48, -1.41], [-0.09, 0.24, -0.80], [2.28, 0.74, -3.69], [5.62, -2.13, -3.40], [0.02, -3.80, -2.57], [-0.35, -0.83, 4.12], [0.06, 0.53, 1.42], [5.68, -3.13, -1.91], [0.86, -0.08, -4.20], [-1.07, 4.37, -0.81], [5.52, -1.34, -1.82], [-0.35, 1.91, 3.38], [3.23, -2.82, -1.53], [-3.83, 1.51, 3.49], [-1.64, 0.11, 1.25], [3.47, -3.35, -3.21], [-5.39, -0.18, 4.53], [-1.69, -2.43, 5.60]], "e_above_lowest_ev": 1.004, "e_lumo_ha": 0.0066, "gap_ev": 8.78, "total_energy_ev": -38841.0296, "smiles": "CCO[C@@H](Cc1cccc(C2=NO[C@@H](c3ccc(I)cc3)C2)c1)C(=O)O"}

---

{"formula": "C2H3FN3", "method": "wB97M-V/def2-TZVPD", "symbols": ["F", "N", "N", "N", "C", "C", "H", "H", "H"], "coordinates": [[0.83, -0.31, -3.00], [-0.30, 0.75, 0.45], [0.47, -0.88, -0.88], [0.50, 0.02, -1.77], [-0.69, 1.83, 0.19], [-0.03, -0.53, 0.35], [0.76, -1.81, -1.18], [0.17, -1.11, 1.33], [-0.45, 2.89, 0.06]], "e_above_lowest_ev": 2.927, "e_lumo_ha": [-0.2214, -0.2253], "gap_ev": [7.99, 7.90], "total_energy_ev": -9296.8678, "total_charge": 1}